A cluster of 2 separate species, C5H12NO in total. Source: OMol25; level of theory: the ωB97M-V functional and the def2-TZVPD basis.

Summary:
Relative energy (zero: lowest compared OMol25 entry of this formula, charge and spin): 1.430 eV
LUMO: -3.83 eV
Total charge: +1
Maximum force: 0.87 eV/A
HOMO: -13.07 eV

XYZ file:
```
19
C5H12NO | OMol25 | the ωB97M-V functional and the def2-TZVPD basis
C -1.02 -0.33 1.41
C -0.16 0.45 2.02
N -2.48 0.02 1.51
H -0.87 -1.26 0.88
H 0.90 0.25 1.93
H -0.46 1.31 2.60
H -2.61 1.01 1.71
H -2.98 -0.21 0.65
H -2.94 -0.52 2.26
O 1.20 -1.98 0.04
C 1.63 -1.13 -0.70
C 0.82 -0.42 -1.73
C 1.27 1.03 -1.92
H 2.70 -0.85 -0.61
H -0.23 -0.57 -1.49
H 0.96 -0.97 -2.67
H 1.27 1.58 -0.98
H 0.68 1.58 -2.65
H 2.31 1.03 -2.26
```


A cluster of 2 separate species, C5H10O in total. Source: OMol25; level of theory: the ωB97M-V functional and the def2-TZVPD basis.

Summary:
Relative energy (zero: lowest compared OMol25 entry of this formula, charge and spin): 3.508 eV
SMILES: C=C=CC.CO
LUMO: 0.89 eV
Maximum force: 4.86 eV/A
HOMO: -9.36 eV

XYZ file:
```
16
C5H10O | OMol25 | the ωB97M-V functional and the def2-TZVPD basis
C 1.57 0.25 -0.88
C 1.43 -0.66 0.07
C 1.61 1.74 -0.48
C 1.32 -1.65 0.89
C -2.71 -0.09 0.05
O -2.00 -1.28 -0.18
H 1.49 0.09 -1.86
H 0.86 1.75 0.32
H 2.55 2.01 0.02
H 1.44 2.45 -1.40
H 2.17 -2.17 1.23
H 0.24 -1.78 1.28
H -1.31 -1.44 0.45
H -3.59 -0.08 -0.52
H -2.20 0.82 -0.18
H -2.88 0.05 1.20
```


Question: The highest relative energy (zero: lowest compared OMol25 entry of this formula, charge and spin) belongs to which entry?
Answer: C5H10O